Below is 6 unconnected molecules or ions with the total composition C27H22BF4O17, with properties calculated with the ωB97M-V functional and the def2-TZVPD basis.

```
71
Properties=species:S:1:pos:R:3:lowdin_charge:R:1
B 0.372 -0.745 0.570 -1.47
F 1.007 0.111 1.434 0.14
F -0.470 -0.098 -0.188 0.20
F 1.400 -1.249 -0.215 0.12
F -0.271 -1.768 1.216 0.15
C -4.092 -6.229 4.184 0.06
C -5.129 -5.629 3.323 -0.03
C -4.993 -4.385 2.602 -0.47
O -5.850 -3.946 1.879 0.12
C -3.781 -3.727 2.903 0.09
C -2.644 -4.345 3.712 -0.05
C -2.929 -5.600 4.455 -0.46
O -2.141 -6.126 5.208 0.14
O -1.262 -3.933 3.827 0.06
O -6.459 -6.253 3.091 0.06
H -4.211 -7.213 4.698 0.15
H -3.760 -2.698 2.387 0.15
H -1.256 -3.131 3.208 0.13
H -7.096 -5.755 2.697 0.03
C -5.467 -0.566 -0.581 0.13
C -4.024 -0.132 -0.842 -0.07
C -3.554 0.086 -2.173 -0.40
O -2.364 0.340 -2.373 0.13
C -4.500 0.116 -3.247 0.15
C -5.987 -0.390 -2.894 -0.04
C -6.391 -0.660 -1.626 -0.46
O -7.548 -0.937 -1.281 0.11
O -6.981 -0.741 -3.924 0.07
O -3.146 -0.197 0.235 0.11
H -5.886 -0.528 0.267 0.05
H -4.193 0.201 -4.336 0.14
H -7.556 -1.236 -3.435 0.02
H -2.314 -0.386 -0.162 0.05
C 7.642 0.407 -0.454 0.09
C 7.044 1.387 -1.454 -0.17
C 5.611 1.483 -1.565 -0.34
O 4.989 2.330 -2.249 0.06
C 4.819 0.343 -0.970 0.12
C 5.511 -0.663 -0.048 -0.13
C 6.980 -0.600 0.235 -0.45
O 7.497 -1.455 0.864 0.16
O 4.803 -1.706 0.442 0.14
O 7.711 2.285 -2.178 0.12
H 8.751 0.555 -0.390 0.13
H 3.737 0.340 -0.980 0.10
H 4.132 -1.604 -0.188 0.07
H 7.094 2.955 -2.410 0.09
C 1.311 3.645 -4.264 0.11
C 1.667 2.337 -4.961 -0.17
C 1.466 1.177 -4.272 -0.35
O 1.870 0.045 -4.743 0.04
C 1.093 1.238 -2.838 0.12
C 0.686 2.559 -2.216 -0.11
C 1.147 3.768 -2.862 -0.32
O 1.035 4.917 -2.271 0.06
O -0.098 2.502 -1.098 0.14
O 1.827 2.331 -6.360 0.02
H 1.513 4.499 -4.831 0.10
H 0.823 0.391 -2.295 0.08
H -0.298 1.694 -0.760 0.02
H 2.301 1.366 -6.481 0.19
C 1.914 3.683 2.433 -0.03
C 2.705 3.979 3.661 -0.52
O 3.932 4.190 3.649 0.03
C 1.849 4.026 4.892 -0.04
H 1.087 4.487 2.194 0.13
H 1.589 2.542 2.541 0.14
H 2.777 3.849 1.781 0.07
H 1.316 3.251 5.032 -0.01
H 1.267 5.051 4.928 0.13
H 2.376 4.163 5.868 0.09
```

energy relative to the best compared isomer or geometry (same formula, charge and spin) = 382.9 kJ/mol
gap between HOMO and LUMO = 5.74 eV
E_HOMO = -6.623 eV
DFT total energy = -2745.24842 a.u.
net charge = -1